1.
This record from the OMol25 dataset describes a 6-piece molecular cluster, C16H43O6 overall. The level of theory is ωB97M-V/def2-TZVPD.

Element x y z (Å)
C 1.905 -0.437 1.380
C 2.130 0.758 0.430
C 0.774 1.284 -0.107
O 2.815 1.743 1.048
H 1.500 -0.062 2.333
H 2.852 -0.918 1.613
H 1.148 -1.195 1.099
H 2.714 0.349 -0.440
H 1.007 1.833 -1.020
H 0.316 1.902 0.661
H 0.191 0.415 -0.459
C 0.881 -4.276 0.839
C 1.217 -4.089 2.294
C 0.809 -5.269 3.178
O 2.631 -3.890 2.427
H -0.133 -4.683 0.763
H 1.545 -4.988 0.352
H 0.830 -3.329 0.302
H 0.699 -3.222 2.720
H 1.492 -6.119 3.075
H -0.180 -5.680 2.969
H 0.865 -4.979 4.231
H 2.832 -3.739 3.355
C -2.700 2.964 -0.361
C -3.145 4.390 -0.072
C -1.941 5.322 -0.109
O -4.122 4.792 -1.052
H -3.542 2.265 -0.452
H -2.012 2.598 0.402
H -2.180 2.893 -1.319
H -3.601 4.431 0.922
H -2.087 6.087 -0.878
H -0.970 4.866 -0.277
H -1.905 5.916 0.809
H -4.698 4.025 -1.124
C 1.858 2.402 -3.654
C 1.560 1.379 -4.727
C 0.760 1.955 -5.886
O 2.760 0.833 -5.285
H 2.396 1.956 -2.810
H 0.943 2.795 -3.211
H 2.493 3.219 -4.008
H 0.960 0.588 -4.259
H 1.383 2.530 -6.565
H -0.072 2.549 -5.493
H 0.237 1.159 -6.425
H 3.454 0.934 -4.626
C -2.317 -0.405 1.629
C -3.381 0.111 2.582
C -4.529 -0.892 2.671
O -2.734 0.214 3.846
H -1.899 -1.344 1.999
H -1.429 0.232 1.686
H -2.674 -0.442 0.602
H -3.772 1.061 2.198
H -4.115 -1.824 3.056
H -5.029 -1.050 1.715
H -5.316 -0.541 3.351
H -3.417 0.300 4.519
C 4.086 -3.329 -0.775
O 4.212 -2.779 0.508
H 3.873 -2.532 -1.488
H 4.969 -3.938 -0.992
H 3.255 -4.048 -0.852
H 3.548 -3.050 1.162

## Properties
Total charge   -1
HOMO level   -2.42 eV
Frontier orbital gap   4.8818 eV
E   -1086.77799 Eh



2.
This record from the OMol25 dataset describes C5H8N2O as an isolated structure. The level of theory is ωB97M-V/def2-TZVPD.

Element x y z (Å)
C 0.059 -0.672 0.383
C 0.801 0.672 0.780
C -0.440 1.209 0.109
C -1.235 -0.011 0.705
C 0.328 -0.575 -1.061
H 0.350 -1.780 1.936
H 0.937 0.616 1.856
H 1.758 0.852 0.248
H -0.902 2.213 0.097
H -2.022 -0.495 0.189
H -1.391 0.123 1.805
H 0.092 1.451 -1.995
H 0.681 -1.041 -2.827
N -0.243 0.740 -1.313
N 0.729 -1.491 -1.857
O 0.498 -1.812 0.945

## Properties
Relative energy (zero: lowest compared OMol25 entry of this formula, charge and spin)   247.3 kJ/mol
HOMO level   -9.07 eV
Frontier orbital gap   9.8572 eV
E   -379.99399 Eh



Question: What is the HOMO level in the second record?
Answer: -9.07 eV